(1)
{
  "formula": "C45H42BBaN10O2S4Se2",
  "method": "ωB97M-V/def2-TZVPD",
  "species": ["Ba", "C", "C", "C", "C", "N", "N", "B", "N", "N", "C", "C", "C", "C", "C", "C", "C", "C", "C", "C", "N", "N", "C", "C", "C", "C", "C", "C", "C", "C", "C", "C", "C", "C", "C", "C", "C", "C", "H", "H", "H", "H", "H", "H", "H", "H", "H", "H", "H", "H", "H", "H", "H", "H", "H", "H", "H", "H", "H", "H", "H", "H", "H", "H", "H", "H", "O", "C", "S", "C", "C", "S", "S", "S", "Se", "Se", "C", "C", "C", "C", "C", "N", "C", "C", "C", "C", "C", "N", "H", "H", "H", "H", "H", "H", "H", "H", "C", "N", "C", "N", "O", "H", "H", "H", "H", "H", "H"],
  "coordinates": [[0.5517, 0.2375, -1.0152], [-1.7358, 5.7631, -0.2270], [-0.6694, 4.7163, -0.2057], [0.6960, 4.9076, -0.1756], [1.2481, 3.6171, -0.1700], [0.2725, 2.7120, -0.1868], [-0.9024, 3.3849, -0.2194], [-2.2996, 2.6941, -0.1489], [-2.6288, 1.7314, -1.3232], [-2.1146, 0.4822, -1.4875], [-2.7283, -0.0639, -2.5386], [-3.6628, 0.8449, -3.0618], [-3.5639, 1.9673, -2.2734], [-4.3131, 3.2512, -2.4200], [-2.4028, -1.4018, -3.0705], [-1.3814, -2.1885, -2.5454], [-1.0485, -3.4109, -3.0992], [-1.7499, -3.8847, -4.1972], [-2.7834, -3.1233, -4.7247], [-3.1043, -1.8957, -4.1684], [-2.4537, 1.9707, 1.2120], [-1.7873, 0.8329, 1.5153], [-2.1751, 0.4889, 2.7441], [-3.1206, 1.4124, 3.2324], [-3.2638, 2.3418, 2.2290], [-4.1492, 3.5449, 2.2053], [-1.6704, -0.7085, 3.4415], [-0.6580, -1.4965, 2.9035], [-0.2143, -2.6338, 3.5586], [-0.7671, -2.9956, 4.7791], [-1.7642, -2.2065, 5.3406], [-2.2119, -1.0761, 4.6763], [2.6819, 3.2703, -0.1874], [3.5534, 4.1218, -0.8682], [4.9112, 3.8603, -0.9138], [5.4235, 2.7409, -0.2733], [4.5685, 1.8929, 0.4100], [3.2059, 2.1495, 0.4560], [-1.2651, 6.7440, -0.2748], [-2.3912, 5.6523, -1.0908], [-2.3585, 5.7257, 0.6672], [1.2150, 5.8509, -0.1414], [-3.1083, 3.5710, -0.1848], [-4.3009, 0.7280, -3.9207], [-4.9355, 3.1948, -3.3114], [-4.9556, 3.4494, -1.5609], [-3.6342, 4.0975, -2.5299], [-0.8359, -1.8650, -1.6731], [-0.2363, -3.9832, -2.6705], [-1.4933, -4.8384, -4.6403], [-3.3339, -3.4810, -5.5862], [-3.9016, -1.3097, -4.6064], [-3.6149, 1.4294, 4.1897], [-4.7210, 3.5832, 3.1318], [-3.5757, 4.4688, 2.1207], [-4.8497, 3.5132, 1.3701], [-0.2079, -1.2145, 1.9638], [0.5736, -3.2230, 3.1069], [-0.4162, -3.8818, 5.2949], [-2.1954, -2.4736, 6.2982], [-2.9917, -0.4701, 5.1213], [3.1520, 4.9835, -1.3865], [5.5677, 4.5220, -1.4648], [6.4835, 2.5250, -0.3136], [4.9579, 1.0184, 0.9104], [2.5722, 1.4754, 1.0261], [3.1917, -3.0448, -6.9556], [2.8353, -2.3756, -6.0095], [1.4438, -1.2984, -6.0164], [1.5945, -0.6733, -4.3695], [2.6184, -1.1630, -3.6404], [3.1164, -0.7505, -2.0158], [3.6390, -2.3653, -4.4402], [0.4084, 0.5317, -3.9280], [3.0307, -1.5226, 4.3441], [4.4437, -1.1968, 2.5788], [3.7290, -2.4270, 1.2622], [4.6338, -2.9218, 0.3335], [4.1565, -3.7700, -0.6473], [2.8171, -4.1119, -0.6439], [2.0026, -3.5895, 0.3459], [2.4455, -2.7506, 1.2911], [2.0128, 0.1163, 4.2858], [1.4630, 0.5483, 5.4884], [0.7209, 1.7152, 5.4830], [0.5670, 2.4101, 4.2935], [1.1630, 1.8967, 3.1539], [1.8706, 0.7658, 3.1428], [5.6733, -2.6234, 0.3628], [4.8210, -4.1457, -1.4143], [2.4055, -4.7632, -1.4030], [0.9486, -3.8383, 0.3954], [1.6209, -0.0201, 6.3958], [0.2780, 2.0846, 6.4000], [-0.0147, 3.3199, 4.2427], [1.0608, 2.4073, 2.2015], [-4.3580, -3.5096, 2.3209], [-3.1532, -3.8776, 1.6117], [-2.4758, -3.0467, 0.7608], [-3.1314, -1.9116, 0.3942], [-1.3618, -3.3438, 0.3326], [-4.6714, -4.3516, 2.9348], [-5.1663, -3.2940, 1.6188], [-4.2139, -2.6492, 2.9789], [-2.5657, -4.5877, 2.0090], [-3.8275, -1.5264, 1.0097], [-2.5918, -1.2264, -0.1301]],
  "mulliken_charge": [0.2146, -1.3510, 0.6955, -1.4132, -0.2136, 1.1275, 0.4445, -2.1527, 0.2209, 0.8707, -0.6641, -1.0073, 0.2879, -1.4922, 1.8055, 1.2811, -0.8356, -0.6629, -0.7842, -0.4766, 0.3522, 1.2670, -0.0187, -1.1775, 0.0449, -1.2960, 1.5673, 0.5390, -0.7351, -0.9597, -0.9250, -0.8495, 0.7367, -0.7327, -0.7641, -0.6154, -0.7743, 1.0506, 0.3826, 0.1864, 0.1449, 0.6254, -0.1468, 0.4988, 0.4229, 0.1971, 0.2026, -0.9086, 0.4793, 0.4262, 0.3686, 0.3182, 0.5667, 0.4431, 0.1041, 0.1599, 0.3896, 0.2371, 0.4232, 0.3847, 0.3075, 0.4277, 0.3608, 0.4038, 0.0637, 0.0861, -0.6630, 0.5407, -0.1953, 0.0808, -0.2270, -0.3994, -0.1615, -0.1255, -0.0411, 0.0005, 0.2157, -0.7790, -0.3105, -0.7845, -0.1456, 0.2628, 0.1767, -0.6866, -0.6245, -0.6695, 0.2263, 0.2526, 0.3948, 0.3989, 0.3658, 0.4497, 0.4253, 0.3991, 0.4527, -0.0721, -0.9815, -0.0927, 0.2249, 0.0590, -0.4612, 0.3309, 0.3044, 0.2648, 0.2985, 0.3749, -0.2396],
  "total_charge": -1,
  "e_above_lowest_kj_mol": 106.1,
  "e_tot_ev": -241756.474,
  "gap_ev": 5.30,
  "fmax_ev_per_a": 0.87
}

---

(2)
{
  "formula": "C7H12N2O2",
  "method": "ωB97M-V/def2-TZVPD",
  "species": ["O", "C", "N", "O", "C", "C", "C", "C", "C", "N", "C", "H", "H", "H", "H", "H", "H", "H", "H", "H", "H", "H", "H"],
  "coordinates": [[0.4111, 2.7022, -0.3696], [-0.1592, 1.8272, 0.4415], [-0.4269, 1.9049, 1.6965], [0.1673, 3.0998, 2.2495], [-0.7990, 0.6983, -0.1363], [-1.3981, -0.5120, 0.4919], [-0.5996, -1.7210, -0.1329], [0.7529, -1.5927, 0.5376], [1.4655, -0.3470, -0.1904], [0.3307, 0.1293, -1.0732], [-0.2544, -1.2068, -1.5781], [0.4281, 3.6230, 1.5164], [-1.5092, 1.0356, -0.8727], [-2.4022, -0.6262, 0.2603], [-1.2213, -0.5051, 1.5796], [-1.0049, -2.7904, -0.0829], [1.3438, -2.5035, 0.2955], [0.6496, -1.3051, 1.5826], [1.8484, 0.4196, 0.4778], [2.2879, -0.4647, -0.8700], [0.7064, 0.9306, -1.6610], [0.5959, -1.6566, -2.0151], [-1.2128, -1.1395, -2.1468]],
  "nbo_charge": [-0.8352, 0.4134, -0.2617, -0.6001, -0.0746, -0.4239, -0.2194, -0.4307, -0.2366, -0.3831, -0.2204, 0.4666, 0.2150, 0.2204, 0.2531, 0.2455, 0.2220, 0.2411, 0.2594, 0.2076, 0.4924, 0.2144, 0.2347],
  "total_charge": 0,
  "e_above_lowest_kj_mol": 445.4,
  "e_tot_ev": -14525.173,
  "gap_ev": 7.78,
  "fmax_ev_per_a": 4.25
}

---

(3)
{
  "formula": "C5H7N3",
  "method": "ωB97M-V/def2-TZVPD",
  "species": ["C", "C", "C", "C", "C", "H", "H", "H", "H", "H", "H", "H", "N", "N", "N"],
  "coordinates": [[-0.5289, -0.9214, -1.6696], [0.7630, 0.0418, -1.4629], [0.8099, 1.1776, 1.9843], [-0.4345, 0.4312, 1.9262], [-0.5086, -0.0661, 0.6637], [-1.3559, -0.1217, -2.3568], [-0.1883, -2.1196, -2.0515], [0.7568, 1.0477, -1.9100], [1.6941, -0.3570, -1.6705], [0.8072, 1.7864, 2.8755], [-1.2006, 0.4963, 2.7742], [-1.5314, -1.7035, 0.2504], [0.7077, 0.1997, 0.0510], [1.4889, 1.0020, 0.8458], [-1.2796, -0.8936, -0.2498]],
  "nbo_charge": [-0.2533, -0.2282, -0.0443, -0.3945, 0.2973, 0.2361, 0.2473, 0.2109, 0.2099, 0.2202, 0.2297, 0.3861, -0.1984, -0.2795, -0.6392],
  "total_charge": 0,
  "e_above_lowest_kj_mol": 427.9,
  "e_tot_ev": -9764.953,
  "gap_ev": 9.05,
  "fmax_ev_per_a": 4.56
}